Entry 1:
ORCA calculation (wB97M-V/def2-TZVPD) on C33H30N6OS3Sn as an isolated structure.

Structure (XYZ):
```
74
Properties=species:S:1:pos:R:3:forces:R:3:lowdin_charge:R:1
Sn 0.007105 -0.710282 -0.309923 0.1 -0.4 -0.1 1.15
S 1.568446 1.201734 1.932583 0.0 -0.1 0.1 0.37
C 0.227815 0.768924 2.918748 -0.1 -0.1 0.0 -1.30
S -1.390312 0.976840 2.385930 0.2 0.2 0.1 0.37
C 0.463197 0.151630 4.191986 0.1 0.0 0.1 -0.44
C -0.587022 -0.092606 5.116528 0.2 0.0 -0.2 -0.33
N -1.402170 -0.324148 5.910213 0.0 0.0 0.0 0.09
C 1.748999 -0.289086 4.621227 -0.3 0.1 -0.1 -0.33
N 2.754097 -0.708285 5.018605 0.0 0.0 0.0 0.08
C -1.122624 6.178083 0.621161 0.0 0.0 0.0 -0.05
C 0.089996 5.428461 0.049169 0.0 0.0 0.0 -0.56
C 1.081750 6.440922 -0.539699 0.0 0.0 0.0 -0.06
C 0.775588 4.680252 1.193107 0.0 0.0 -0.1 -0.08
C -0.392743 4.478874 -1.048193 0.0 0.0 0.0 -0.16
C -1.018429 5.014157 -2.191769 0.0 0.0 0.0 -0.05
C -1.548767 4.216610 -3.186804 0.0 0.0 0.0 -0.10
C -1.448006 2.836579 -3.040143 0.0 0.0 0.0 -0.47
S -2.056429 1.558640 -4.048935 0.0 -0.1 0.0 1.08
C -1.420683 0.377033 -2.916873 0.0 0.0 -0.1 -0.51
N -0.786061 0.901014 -1.917351 0.0 0.1 0.1 -0.01
C -0.800225 2.289630 -1.933500 0.0 0.0 0.1 -0.26
C -0.276084 3.103847 -0.927389 0.0 -0.1 0.1 0.06
C -1.596921 -1.071456 -3.048139 0.0 0.0 0.0 -0.27
C -2.284981 -1.623713 -4.136421 0.0 0.1 0.0 -0.08
C -2.437153 -2.993379 -4.214191 0.0 0.0 0.1 -0.12
C -1.914854 -3.796147 -3.196653 0.0 0.1 0.0 -0.10
C -1.252485 -3.231799 -2.117510 0.0 0.1 0.0 -0.13
C -1.057164 -1.847702 -2.008671 -0.1 0.1 -0.1 -0.24
H -0.804906 6.844134 1.428524 0.0 0.0 0.0 0.08
H -1.845357 5.467931 1.028438 0.0 0.0 0.0 0.09
H -1.624799 6.778795 -0.142224 0.0 0.0 0.0 0.07
H 1.437312 7.112215 0.247231 0.0 0.0 0.0 0.08
H 0.630593 7.051351 -1.326660 0.0 0.0 0.0 0.07
H 1.946253 5.924196 -0.963986 0.0 0.0 0.0 0.09
H 1.103388 5.399256 1.949018 0.0 0.0 0.0 0.08
H 1.649552 4.124283 0.850996 0.0 0.0 0.0 0.07
H 0.114132 3.957939 1.675501 0.0 0.0 0.0 0.07
H -1.110837 6.089568 -2.294755 0.0 0.0 0.0 0.10
H -2.045074 4.655654 -4.043476 0.0 0.0 0.0 0.10
H 0.169171 2.620736 -0.056288 0.0 0.1 -0.1 0.05
H -2.701416 -0.985792 -4.911676 0.0 0.0 0.0 0.08
H -2.968301 -3.437628 -5.047873 0.0 0.0 0.0 0.09
H -2.042688 -4.872340 -3.249472 0.0 0.0 0.0 0.09
H -0.881137 -3.872636 -1.324766 0.0 0.0 0.0 0.08
C 1.872906 -0.867923 -1.768124 -0.2 0.3 0.1 -0.28
C 2.564434 -2.148717 -1.660814 0.1 -0.1 0.1 -0.35
C 3.560952 -2.357881 -0.685792 0.0 0.0 0.0 -0.08
C 4.197014 -3.582939 -0.544985 0.0 0.0 0.0 -0.13
C 3.863050 -4.657517 -1.363347 0.0 0.1 0.0 -0.14
C 2.875942 -4.474110 -2.328051 0.0 0.0 0.0 -0.12
C 2.241758 -3.250817 -2.475987 0.0 0.0 0.1 -0.07
H 1.448990 -0.683885 -2.756378 0.1 0.0 0.0 0.04
H 2.489590 -0.030504 -1.437879 0.0 0.0 0.0 0.04
H 3.820611 -1.531554 -0.031013 0.0 0.0 0.0 0.11
H 4.956293 -3.703960 0.220019 0.0 0.0 0.0 0.09
H 4.353488 -5.616345 -1.246349 0.0 0.0 0.0 0.08
H 2.595372 -5.300602 -2.972690 0.0 0.0 0.0 0.09
H 1.464247 -3.132448 -3.222632 0.0 0.0 0.0 0.10
C -3.385609 -2.082373 3.431487 0.0 0.0 0.0 -0.04
N -2.123433 -2.704609 3.040304 0.0 0.0 -0.1 -0.03
C -1.170079 -2.903824 3.972187 0.0 0.0 0.1 -0.08
C 0.078142 -3.291918 3.639962 0.1 -0.1 0.0 -0.02
C 0.359858 -3.353434 2.248165 0.0 0.3 -0.2 -0.40
N -0.553927 -3.168009 1.317165 0.0 -0.5 0.1 0.12
C -1.855076 -2.922626 1.671223 0.0 0.3 0.0 -0.54
O -2.761749 -2.836468 0.858108 0.0 -0.1 0.0 0.02
N 1.637614 -3.575239 1.835883 0.0 -0.1 0.0 0.17
H -3.886432 -2.694372 4.184443 0.0 0.0 0.0 0.08
H -4.003551 -2.008225 2.544137 0.0 0.0 0.0 0.08
H -3.182292 -1.086794 3.825203 0.0 0.0 0.0 0.05
H -1.457462 -2.691267 4.992778 0.0 0.0 0.0 0.11
H 0.848385 -3.415027 4.386600 0.0 0.0 0.0 0.10
H 2.369144 -3.300782 2.470741 0.0 0.0 0.0 0.10
H 1.832055 -3.398111 0.860047 0.0 0.0 0.0 0.07
```
Positions in Å, forces in eV/Å.

Calculated values
- total charge = -2
- LUMO (eV) = 3.774
- frontier orbital gap (Eh) = 0.174

---

Entry 2:
ORCA calculation (wB97M-V/def2-TZVPD) on C33H31AsBrIN5O7STi as an isolated structure.

Structure (XYZ):
```
81
Properties=species:S:1:pos:R:3:forces:R:3:lowdin_charge:R:1
Ti 0.589100 -0.106727 -1.074041 0.0 -0.2 0.6 1.14
Br -2.351027 -6.436389 1.863125 0.0 0.0 0.0 0.69
C -1.922245 -4.838993 0.925238 0.0 0.0 0.0 -0.70
C -1.282453 -4.912255 -0.309405 0.0 0.1 0.0 -0.10
C -0.948889 -3.750460 -0.971192 0.0 0.1 -0.1 0.02
C -1.210530 -2.484238 -0.412020 0.0 0.0 -0.1 -0.32
O -0.848765 -1.401506 -1.054402 0.2 0.3 0.1 -0.15
C -1.907526 -2.430466 0.813845 -0.1 0.1 0.1 -0.12
C -2.320501 -1.175390 1.435515 -0.2 -0.2 0.0 -0.06
N -1.882811 -0.036304 1.088935 -1.5 0.0 -0.4 0.07
C -2.250214 1.103332 1.796304 -0.8 0.3 -0.5 -0.21
C -2.106293 1.208924 3.158876 -0.1 0.2 0.4 -0.02
C -2.388803 2.417084 3.832628 0.0 -0.3 0.0 -0.06
C -2.805990 3.517268 3.144098 -0.4 0.1 -0.2 -0.04
C -2.956279 3.452110 1.735558 -4.2 -0.3 2.1 -0.29
C -3.358374 4.563013 0.957846 -1.5 0.3 0.2 -0.04
C -3.458968 4.433164 -0.394707 -0.1 0.1 0.2 -0.04
C -3.167307 3.178313 -0.978672 0.0 0.1 0.0 -0.13
N -2.801115 2.127897 -0.296586 -0.4 -0.3 0.3 0.16
C -2.681632 2.248256 1.049589 -3.0 -3.0 0.2 -0.24
C -2.258502 -3.619850 1.463277 0.0 0.0 0.1 -0.09
H -1.060447 -5.872751 -0.754972 0.0 0.0 0.0 0.11
H -0.492594 -3.791068 -1.954078 0.1 0.0 0.0 0.12
H -3.031986 -1.278584 2.269419 0.0 0.0 0.0 0.14
H -1.741271 0.352838 3.714272 -0.2 0.1 0.0 0.09
H -2.261939 2.464268 4.907063 0.0 0.0 0.0 0.11
H -3.017589 4.449227 3.654420 0.0 0.0 -0.1 0.12
H -3.576590 5.503542 1.450802 0.0 0.0 0.0 0.13
H -3.756468 5.262973 -1.021846 0.0 0.0 0.0 0.11
H -3.241681 3.051009 -2.054342 0.0 0.0 0.0 0.12
H -2.789976 -3.568565 2.406288 0.0 0.0 0.0 0.10
C 3.042557 -3.610447 -2.391918 0.1 0.0 0.0 -0.07
C 2.283554 -2.425625 -2.353419 0.0 0.0 0.0 -0.07
N 1.838263 -1.915520 -1.223148 -0.1 -0.2 0.0 0.06
C 2.104096 -2.561515 -0.062403 0.0 0.0 0.0 -0.13
C 2.847607 -3.737776 -0.006300 0.0 0.0 0.0 -0.13
C 3.337276 -4.251827 -1.223562 -0.1 0.0 0.0 0.01
C 3.030922 -4.390548 1.258172 0.0 0.0 0.0 -0.01
C 2.486970 -3.896890 2.391181 0.0 0.0 0.0 -0.02
C 1.718031 -2.687354 2.362546 0.0 0.0 0.0 -0.13
C 1.112504 -2.121916 3.495703 -0.1 0.0 0.0 0.01
C 0.392754 -0.960106 3.374650 0.2 -0.1 0.0 -0.03
C 0.270942 -0.367229 2.112637 1.0 0.2 0.1 -0.12
N 0.822547 -0.885600 1.037203 0.2 0.0 0.1 0.08
C 1.540730 -2.022474 1.142644 0.0 0.0 0.0 -0.12
H 3.309973 -4.008597 -3.361046 0.1 0.0 0.0 0.00
H 2.018668 -1.924148 -3.275573 0.0 0.0 0.0 0.10
H 3.903184 -5.175793 -1.225046 0.0 0.0 0.0 0.12
H 3.605488 -5.308624 1.280049 0.0 0.0 0.0 0.11
H 2.616293 -4.407515 3.337421 0.0 0.0 0.0 0.11
H 1.218400 -2.612442 4.456148 0.0 0.0 0.0 0.12
H -0.083624 -0.501265 4.230073 0.2 -0.1 0.0 0.10
H -0.301438 0.539808 1.958389 1.2 -0.2 0.3 0.08
C -0.007255 4.242898 -1.630560 0.1 0.0 -0.1 -0.15
As 0.456076 3.120044 -0.150142 0.0 0.4 0.2 1.13
C 2.066394 3.459760 0.836687 0.1 -0.1 -0.1 -0.17
C -0.815575 3.720214 1.190006 3.6 0.9 -1.3 -0.20
O -0.115997 1.533867 -0.358916 0.5 -0.2 -0.1 -0.50
H 0.378785 5.244682 -1.443074 0.0 0.0 0.0 0.05
H -1.095662 4.266561 -1.678031 0.2 0.1 0.0 0.01
H 0.426355 3.828014 -2.533489 0.0 0.0 0.0 0.04
H 1.907223 4.418559 1.332411 0.0 0.0 0.0 0.04
H 2.951902 3.454466 0.211465 0.0 0.0 0.0 0.02
H 2.147103 2.672958 1.586833 0.0 0.0 0.0 0.05
H -0.722110 4.798361 1.329911 0.1 0.1 0.0 0.09
H -0.607970 3.221434 2.136898 0.1 0.0 -0.1 0.07
H -1.829758 3.478427 0.873776 5.1 1.8 -1.3 -0.06
O 3.457478 0.706014 -2.758699 0.0 0.0 0.0 -0.32
S 3.150528 1.488322 -1.577580 0.1 0.2 0.0 0.33
O 2.139233 2.547736 -1.884652 0.0 0.0 0.0 -0.46
O 2.390168 0.578938 -0.567766 -0.3 -0.2 -0.2 -0.45
O 4.298207 2.029150 -0.880815 0.0 0.0 0.1 -0.33
N 1.098547 1.312272 -4.608884 0.0 0.0 0.0 0.12
C 0.437846 0.176856 -4.152098 -0.1 -0.2 0.0 -0.51
O 0.469222 0.065898 -2.796675 0.2 0.6 -0.4 -0.20
C -0.216235 -0.738049 -4.864889 0.1 0.0 0.0 0.04
I 1.401234 -4.469619 -5.441234 -0.1 0.0 0.0 -0.58
H 1.884338 1.539813 -4.005393 0.0 0.0 0.0 0.05
H 1.412244 1.191885 -5.561237 0.0 0.0 0.0 0.09
H -0.202767 -0.715320 -5.944073 0.0 0.0 0.0 0.06
H -0.685586 -1.570413 -4.365017 0.0 0.0 0.0 0.05
```
Positions in Å, forces in eV/Å.

Calculated values
- total charge = -1
- ΔE to the lowest compared entry with this formula, charge and spin (kcal per mole) = 111.1
- LUMO (eV) = 1.201
- frontier orbital gap (Eh) = 0.191

---

Entry 3:
ORCA calculation (wB97M-V/def2-TZVPD) on C33H31Cl4CoN2O4S2 as an isolated structure.

Structure (XYZ):
```
77
Properties=species:S:1:pos:R:3:forces:R:3:lowdin_charge:R:1
Co -0.252037 0.199259 0.549931 0.1 -1.1 -0.5 0.73
Cl 2.000314 -5.962468 -1.941360 0.1 -0.1 0.0 0.61
C 0.944901 -4.630662 -1.619864 -0.2 0.0 -0.1 -0.74
C -0.409642 -4.741278 -1.856072 0.2 0.0 0.0 -0.73
Cl -1.057828 -6.209422 -2.504530 -0.1 -0.1 0.0 0.61
C -1.258633 -3.663193 -1.571265 0.0 0.0 0.0 -0.61
Cl -2.962248 -3.804022 -1.859250 -0.2 0.1 0.1 0.68
C -0.773455 -2.469068 -1.043456 -0.2 0.0 0.2 -0.40
O -1.487895 -1.467849 -0.649767 -0.3 -0.1 0.0 -0.23
C 0.646905 -2.326128 -0.880125 0.1 0.2 -0.1 -0.38
O 1.042357 -1.146665 -0.490282 0.3 0.2 0.1 -0.24
C 1.469074 -3.418678 -1.144399 -0.2 0.2 0.0 -0.60
Cl 3.184768 -3.272097 -0.907922 0.1 0.1 0.0 0.65
C 4.226448 2.268869 1.564442 0.0 -0.1 0.0 -0.15
C 4.583206 0.859169 1.128481 -0.3 -0.4 0.0 -0.36
S 3.112844 -0.094699 0.424634 1.1 0.8 0.0 0.97
O 1.991974 0.667406 1.068220 -0.4 0.3 0.1 -0.59
C 3.311947 0.534157 -1.314009 -0.3 -0.3 0.2 -0.36
C 2.396014 1.705547 -1.610170 0.0 0.0 0.2 -0.12
H 5.036439 2.724954 2.137592 0.1 -0.1 -0.1 0.07
H 3.342440 2.220523 2.198331 0.0 0.1 0.0 0.06
H 4.010240 2.905097 0.705511 0.0 0.1 0.0 0.06
H 4.889404 0.266558 1.992460 0.0 0.0 0.0 0.07
H 5.389823 0.834495 0.396071 0.0 -0.1 0.0 0.07
H 3.037166 -0.312944 -1.936542 0.0 -0.1 0.0 0.06
H 4.366192 0.759643 -1.468591 0.0 0.0 0.0 0.07
H 1.396153 1.482746 -1.235950 0.0 0.1 -0.1 0.05
H 2.332651 1.870533 -2.686231 0.0 0.0 0.0 0.08
H 2.743657 2.620889 -1.131765 -0.1 0.1 0.0 0.06
O -1.856141 1.061067 -0.682432 0.3 0.0 0.3 -0.55
S -2.757371 0.287050 -1.603813 -1.1 0.6 -0.1 1.09
C -4.084668 -0.487398 -0.653024 0.1 -0.4 0.0 -0.37
C -4.036084 -0.596589 0.723340 0.3 0.1 -0.1 -0.05
C -5.037682 -1.288335 1.386561 -0.1 0.0 0.0 -0.06
C -6.084636 -1.858454 0.675822 0.0 0.0 0.0 -0.09
C -6.131590 -1.731975 -0.705723 0.0 0.0 0.0 -0.09
C -5.128461 -1.046932 -1.371250 0.1 0.0 -0.1 -0.11
C -3.898703 1.686767 -2.031964 0.3 0.0 -0.2 -0.33
C -4.307206 1.914013 -3.335073 0.1 -0.2 0.0 -0.09
C -5.078851 3.029564 -3.637690 -0.1 0.1 0.0 -0.09
C -5.441636 3.917536 -2.637849 0.0 0.0 -0.1 -0.10
C -5.030432 3.691539 -1.329317 0.0 -0.1 0.0 -0.08
C -4.263131 2.579468 -1.033719 0.0 0.0 0.1 -0.07
H -3.189554 -0.188149 1.261835 0.1 -0.1 0.0 0.09
H -4.982818 -1.398132 2.461993 0.0 0.0 0.0 0.11
H -6.858905 -2.411251 1.193112 0.0 0.0 0.0 0.10
H -6.936744 -2.183384 -1.271292 0.0 0.0 0.0 0.10
H -5.142325 -0.960000 -2.451157 0.0 -0.1 0.0 0.11
H -4.019638 1.219347 -4.116175 0.0 0.0 0.0 0.11
H -5.387086 3.214176 -4.659193 0.0 0.0 0.0 0.10
H -6.036923 4.790142 -2.875228 0.0 0.0 0.0 0.10
H -5.301311 4.389279 -0.546366 0.0 0.0 0.0 0.10
H -3.926327 2.394477 -0.024263 0.0 0.0 0.0 0.09
C -1.400592 -1.932906 4.799870 0.0 0.0 0.1 -0.14
C -1.363474 -0.549102 4.726344 0.0 0.1 0.1 -0.14
C -1.023625 0.080383 3.532545 0.0 -0.1 0.0 -0.16
C -0.719617 -0.631758 2.364499 -0.1 0.3 -0.1 -0.18
C -0.769053 -2.028122 2.476982 -0.1 -0.1 0.1 -0.12
C -1.099720 -2.671488 3.664102 0.0 -0.1 0.0 -0.12
H -1.657627 -2.429378 5.729307 0.0 0.0 0.0 0.08
H -1.601970 0.042817 5.605526 0.0 0.0 0.0 0.08
H -0.996502 1.167117 3.526390 0.0 0.0 0.0 0.06
H -0.552899 -2.646876 1.611823 0.0 0.0 0.0 0.09
H -1.130783 -3.755658 3.701856 0.0 0.0 0.0 0.09
N -0.794398 6.430817 2.272297 0.0 0.0 0.0 0.10
C -0.675496 5.086662 1.990288 0.1 -0.2 -0.2 -0.33
C -1.791359 4.249969 1.926728 0.1 0.2 0.0 -0.01
C -1.625887 2.938687 1.532627 -0.1 -0.1 0.0 -0.14
N -0.455485 2.401381 1.195732 0.3 0.0 0.1 0.03
C 0.615459 3.190258 1.297354 0.0 0.2 0.0 -0.11
C 0.561296 4.512880 1.687916 -0.2 0.2 0.1 -0.01
H -1.653788 6.738695 2.692842 0.0 0.0 0.1 0.09
H 0.032215 6.902030 2.596217 0.0 0.0 0.0 0.09
H -2.770097 4.635465 2.183751 -0.1 -0.1 0.0 0.11
H -2.481293 2.279707 1.485820 0.0 -0.1 0.0 0.10
H 1.562083 2.728412 1.057389 -0.1 0.0 0.0 0.06
H 1.464614 5.106895 1.746633 0.1 0.0 0.0 0.11
```
Positions in Å, forces in eV/Å.

Calculated values
- total charge = -1
- LUMO (alpha / beta) (eV) = 2.198 / 2.198
- frontier orbital gap (alpha / beta) (Eh) = 0.210 / 0.214
- multiplicity = 4

---

no.,molar mass (g/mol)
1,741.56
2,971.30
3,784.50